C3H12NO2 | ωB97M-V/def2-TZVPD

Results
* net charge: +1
* M: 94.1 g mol⁻¹
* LUMO: -4.559 eV
* calculated total energy: -8883.60889 eV
* orbital gap: 10.447 eV

Element x y z (Å)
1 C 0.54 -0.22 -2.15
2 C 1.28 0.26 -0.92
3 C 0.90 0.23 1.50
4 N 0.47 0.12 0.32
5 H -0.28 -0.89 -1.96
6 H 0.21 0.66 -2.67
7 H 1.22 -0.67 -2.88
8 H 2.23 -0.22 -0.66
9 H 1.46 1.33 -0.97
10 H 0.20 0.32 2.31
11 H 1.97 0.20 1.70
12 H -0.54 0.17 0.19
13 H -1.96 2.04 -0.70
14 H -1.26 2.92 -1.71
15 O -1.08 2.30 -1.00
16 H -2.25 -2.93 2.01
17 H -1.22 -2.60 3.06
18 O -1.38 -2.51 2.11

C21H29N3O2 | ωB97M-V/def2-TZVPD

Results
* M: 355.5 g mol⁻¹
* LUMO: 0.744 eV
* calculated total energy: -30813.60920 eV
* orbital gap: 9.409 eV
* SMILES: CCOC(=O)[C@]1(Cc2ccccc2)CCCN(CCCn2cccn2)C1

Element x y z (Å)
1 C -2.15 -2.42 2.80
2 C -0.96 -2.77 1.92
3 O -1.13 -2.32 0.57
4 C -0.81 -1.05 0.31
5 O -0.43 -0.28 1.15
6 C -0.98 -0.71 -1.17
7 C -2.48 -0.41 -1.41
8 C -3.02 0.64 -0.49
9 C -2.92 2.00 -0.80
10 C -3.39 2.96 0.08
11 C -3.96 2.58 1.29
12 C -4.09 1.24 1.59
13 C -3.62 0.28 0.71
14 C -0.54 -1.89 -2.05
15 C 0.96 -2.12 -1.91
16 C 1.72 -0.84 -2.22
17 N 1.30 0.23 -1.33
18 C 2.12 1.41 -1.48
19 C 1.99 2.40 -0.32
20 C 2.13 1.70 1.04
21 N 3.35 0.95 1.12
22 C 3.48 -0.38 1.01
23 C 4.83 -0.66 1.08
24 C 5.43 0.60 1.23
25 N 4.52 1.56 1.25
26 C -0.11 0.51 -1.49
27 H -1.99 -2.84 3.79
28 H -3.06 -2.84 2.39
29 H -2.24 -1.34 2.89
30 H -0.05 -2.32 2.32
31 H -0.83 -3.85 1.83
32 H -3.03 -1.34 -1.28
33 H -2.59 -0.08 -2.45
34 H -2.49 2.30 -1.74
35 H -3.30 4.00 -0.17
36 H -4.32 3.33 1.97
37 H -4.55 0.93 2.52
38 H -3.73 -0.77 0.95
39 H -0.77 -1.64 -3.09
40 H -1.10 -2.79 -1.78
41 H 1.28 -2.91 -2.58
42 H 1.18 -2.43 -0.89
43 H 1.55 -0.56 -3.28
44 H 2.79 -1.00 -2.08
45 H 1.90 1.94 -2.43
46 H 3.16 1.08 -1.53
47 H 2.78 3.15 -0.43
48 H 1.03 2.91 -0.35
49 H 2.13 2.46 1.83
50 H 1.29 1.02 1.19
51 H 2.63 -1.02 0.88
52 H 5.31 -1.61 1.03
53 H 6.47 0.84 1.33
54 H -0.34 0.84 -2.53
55 H -0.38 1.32 -0.81

C19H20N2O4S | ωB97M-V/def2-TZVPD

Results
* M: 372.4 g mol⁻¹
* LUMO: -1.820 eV
* calculated total energy: -42010.83590 eV
* orbital gap: 5.707 eV
* SMILES: COC(=O)[C@H]1C/C(=N\NS(=O)(=O)c2ccc(C)cc2)c2ccccc2C1

Element x y z (Å)
1 C -0.43 3.85 -4.26
2 O -0.21 3.88 -3.12
3 C -0.10 2.83 -2.33
4 O -0.49 1.92 -2.74
5 C 0.45 2.83 -1.03
6 C 0.17 1.52 -0.21
7 C 1.08 0.60 -0.56
8 N 0.69 -0.66 -0.29
9 N -0.11 -1.13 0.53
10 S -1.30 -0.68 1.50
11 O -0.61 0.45 2.45
12 O -2.45 -0.07 0.60
13 C -1.62 -1.90 2.40
14 C -0.94 -2.44 3.49
15 C -1.29 -3.46 4.21
16 C -2.45 -4.54 3.51
17 C -2.93 -5.52 4.51
18 C -3.26 -3.96 2.64
19 C -3.05 -2.64 1.91
20 C 2.12 0.68 -1.61
21 C 2.87 -0.36 -2.13
22 C 3.67 -0.06 -3.09
23 C 4.43 1.16 -3.33
24 C 3.92 2.19 -2.55
25 C 2.59 2.03 -1.67
26 C 1.98 3.15 -1.10
27 H -0.46 4.76 -4.64
28 H 0.21 3.01 -4.86
29 H -1.52 3.42 -4.40
30 H -0.18 3.68 -0.38
31 H -0.72 1.50 0.08
32 H 0.54 1.82 0.95
33 H -0.16 -2.32 0.36
34 H -0.26 -1.74 3.73
35 H -0.95 -3.81 4.93
36 H -1.97 -6.13 4.85
37 H -3.46 -6.29 3.66
38 H -3.57 -5.33 5.28
39 H -4.05 -4.34 2.29
40 H -3.34 -2.51 1.07
41 H 2.61 -1.26 -2.02
42 H 4.30 -0.83 -3.35
43 H 5.38 1.57 -3.75
44 H 4.10 3.37 -2.72
45 H 2.07 4.24 -1.55
46 H 2.44 3.28 -0.10

Which value of orbital gap does entry 3 give?
5.707 eV

Please write out number 3 again, unchanged.
C19H20N2O4S | ωB97M-V/def2-TZVPD

Results
* M: 372.4 g mol⁻¹
* LUMO: -1.820 eV
* calculated total energy: -42010.83590 eV
* orbital gap: 5.707 eV
* SMILES: COC(=O)[C@H]1C/C(=N\NS(=O)(=O)c2ccc(C)cc2)c2ccccc2C1

Element x y z (Å)
1 C -0.43 3.85 -4.26
2 O -0.21 3.88 -3.12
3 C -0.10 2.83 -2.33
4 O -0.49 1.92 -2.74
5 C 0.45 2.83 -1.03
6 C 0.17 1.52 -0.21
7 C 1.08 0.60 -0.56
8 N 0.69 -0.66 -0.29
9 N -0.11 -1.13 0.53
10 S -1.30 -0.68 1.50
11 O -0.61 0.45 2.45
12 O -2.45 -0.07 0.60
13 C -1.62 -1.90 2.40
14 C -0.94 -2.44 3.49
15 C -1.29 -3.46 4.21
16 C -2.45 -4.54 3.51
17 C -2.93 -5.52 4.51
18 C -3.26 -3.96 2.64
19 C -3.05 -2.64 1.91
20 C 2.12 0.68 -1.61
21 C 2.87 -0.36 -2.13
22 C 3.67 -0.06 -3.09
23 C 4.43 1.16 -3.33
24 C 3.92 2.19 -2.55
25 C 2.59 2.03 -1.67
26 C 1.98 3.15 -1.10
27 H -0.46 4.76 -4.64
28 H 0.21 3.01 -4.86
29 H -1.52 3.42 -4.40
30 H -0.18 3.68 -0.38
31 H -0.72 1.50 0.08
32 H 0.54 1.82 0.95
33 H -0.16 -2.32 0.36
34 H -0.26 -1.74 3.73
35 H -0.95 -3.81 4.93
36 H -1.97 -6.13 4.85
37 H -3.46 -6.29 3.66
38 H -3.57 -5.33 5.28
39 H -4.05 -4.34 2.29
40 H -3.34 -2.51 1.07
41 H 2.61 -1.26 -2.02
42 H 4.30 -0.83 -3.35
43 H 5.38 1.57 -3.75
44 H 4.10 3.37 -2.72
45 H 2.07 4.24 -1.55
46 H 2.44 3.28 -0.10

The lowest LUMO belongs to which entry?
C3H12NO2

What is the formula in the third record?
C19H20N2O4S